Record 1
Here is C20H31GeI2N2O5SSiV as an isolated structure from the Open Molecules 2025 dataset. Energies are from wB97M-V/def2-TZVPD.

Results
LUMO level (spin up / spin down) (Ha): 0.1252 / 0.1240
Spin multiplicity: 3
Total charge: -2
HOMO (spin up / spin down) (eV): -1.5 / -1.5
HOMO-LUMO gap (spin up / spin down) (eV): 4.877 / 4.877

Geometry (Å):
1 V 0.665 0.427 0.411
2 I 2.602 -3.550 7.126
3 C 2.232 -2.475 5.360
4 C 3.217 -1.633 4.850
5 C 2.890 -1.000 3.688
6 I 2.807 0.805 -1.355
7 C 1.705 -1.085 2.964
8 O 1.548 -0.468 1.829
9 C 0.722 -1.930 3.534
10 C -0.692 -2.056 2.982
11 N -0.899 -2.185 1.560
12 C 0.111 -2.863 0.765
13 C 0.050 -2.389 -0.667
14 C 0.025 -3.320 -1.674
15 C 0.296 -2.870 -3.015
16 C 0.215 -1.563 -3.303
17 C -0.348 -0.649 -2.244
18 N 0.103 -1.058 -0.900
19 C 1.018 -2.620 4.710
20 H 4.173 -1.501 5.340
21 H -1.248 -1.169 3.299
22 H -1.144 -2.912 3.502
23 H -1.153 -1.301 1.144
24 H -0.057 -3.945 0.771
25 H 1.125 -2.691 1.145
26 H -0.006 -4.374 -1.431
27 H 0.647 -3.584 -3.756
28 H 0.540 -1.156 -4.254
29 H 0.025 0.361 -2.399
30 H 0.263 -3.279 5.123
31 O -2.816 1.420 0.200
32 S -1.524 1.914 0.615
33 O -1.534 3.244 1.180
34 O -0.500 1.804 -0.516
35 O -0.856 0.919 1.593
36 C 1.204 2.759 3.045
37 Si 2.020 2.472 1.362
38 C 3.832 2.169 1.786
39 C 1.830 4.052 0.369
40 H 1.748 3.559 3.563
41 H 1.256 1.857 3.658
42 H 0.160 3.046 2.931
43 H 4.169 2.964 2.462
44 H 4.471 2.147 0.904
45 H 3.930 1.213 2.307
46 H 2.275 4.886 0.923
47 H 0.768 4.252 0.219
48 H 2.317 3.966 -0.603
49 C -2.602 -0.409 -5.478
50 Ge -2.610 0.483 -3.719
51 C -4.479 0.922 -3.297
52 C -1.595 2.148 -3.870
53 C -1.886 -0.616 -2.288
54 H -3.125 0.197 -6.222
55 H -3.092 -1.382 -5.413
56 H -1.578 -0.572 -5.816
57 H -4.908 1.593 -4.044
58 H -4.517 1.405 -2.319
59 H -5.086 0.016 -3.254
60 H -2.078 2.843 -4.562
61 H -0.581 1.951 -4.224
62 H -1.513 2.612 -2.886
63 H -2.277 -1.637 -2.344
64 H -2.256 -0.164 -1.367



Record 2
Here is C20H31INOP2Ru as an isolated structure at a distorted geometry from the Open Molecules 2025 dataset. Energies are from wB97M-V/def2-TZVPD.

Results
LUMO level (spin up / spin down) (Ha): -0.3802 / -0.5142
Spin multiplicity: 5
Total charge: +3
HOMO (spin up / spin down) (eV): -16.6 / -17.1
HOMO-LUMO gap (spin up / spin down) (eV): 6.244 / 3.138

Geometry (Å):
1 C 0.035 -0.301 -6.823
2 I -0.341 -0.207 -4.726
3 H 1.112 -0.199 -6.957
4 H -0.500 0.513 -7.316
5 H -0.314 -1.270 -7.187
6 Ru 0.067 -0.230 -0.711
7 P 0.395 1.947 -1.179
8 C -1.155 2.870 -1.506
9 C 1.068 2.840 0.272
10 H 1.188 3.906 0.036
11 H 1.559 3.612 -2.517
12 H 2.040 2.402 0.532
13 H 2.476 2.077 -2.391
14 H -1.872 2.671 -0.700
15 H 0.385 2.719 1.123
16 C 1.480 2.514 -2.529
17 H -0.950 3.949 -1.561
18 H 1.077 2.179 -3.495
19 H -1.579 2.520 -2.457
20 P 0.409 -2.483 -0.843
21 C -1.132 -3.466 -1.055
22 C 1.514 -3.233 -2.096
23 H 2.049 -2.815 0.900
24 H 1.147 -4.341 0.582
25 H 0.387 -3.005 1.524
26 C 1.063 -3.248 0.693
27 H 2.506 -2.769 -2.024
28 H 1.603 -4.314 -1.907
29 H -0.905 -4.537 -0.943
30 H -1.571 -3.278 -2.044
31 H 1.113 -3.065 -3.104
32 H -1.851 -3.163 -0.282
33 C -1.603 -0.398 -1.432
34 O -2.617 -0.575 -2.012
35 C -3.175 2.658 2.964
36 C -3.494 1.942 1.805
37 C -2.577 1.047 1.251
38 C -1.302 0.921 1.839
39 C -0.970 1.685 3.002
40 C -1.918 2.524 3.570
41 N -0.335 0.077 1.271
42 C 0.615 -0.435 2.167
43 C 1.981 -0.353 1.859
44 C 2.901 -0.833 2.801
45 C 2.441 -1.401 3.993
46 C 1.070 -1.511 4.282
47 C 0.145 -1.031 3.365
48 H -3.921 3.315 3.405
49 H -4.466 2.046 1.323
50 H -2.814 0.402 0.408
51 H 0.033 1.577 3.445
52 H -1.654 3.057 4.485
53 H 2.259 0.066 0.882
54 H 3.966 -0.758 2.580
55 H 3.163 -1.773 4.715
56 H 0.710 -1.959 5.214
57 H -0.942 -1.085 3.510



Across the entries above, relative energy (zero: lowest compared OMol25 entry of this formula, charge and spin) takes the values 0.069; 0.005 eV, respectively.